Record 1
Here is the molecule C21H30N2O5 from the Open Molecules 2025 dataset. Energies are from ωB97M-V/def2-TZVPD.

Values from the calculation:
- DFT total energy (eV) = -35483.2135
- Kohn-Sham gap (eV) = 9.226
- molecular weight (g mol⁻¹) = 390.48
- SMILES = CC(C)OC(=O)C[C@@H]1C(=O)NCCN1C(=O)COc1ccc(C(C)(C)C)cc1

Atoms and positions in Å:
C  -6.40026  -1.69906  0.18449
C  -4.97232  -1.69049  -0.34419
C  -4.26470  -3.02472  -0.14507
O  -4.22986  -0.68600  0.37535
C  -3.57487  0.22848  -0.32096
O  -3.63069  0.38360  -1.51148
C  -2.73073  1.10161  0.59734
C  -1.24991  0.92455  0.19443
C  -0.83046  -0.50784  0.53509
O  -1.30616  -1.45506  -0.05544
N  0.03487  -0.66970  1.55355
C  0.70505  0.38111  2.28713
C  -0.13300  1.65419  2.21508
N  -0.40685  1.91602  0.81766
C  0.23612  2.94359  0.21408
O  0.82838  3.79077  0.85582
C  0.22110  3.00194  -1.31522
O  0.46860  1.76550  -1.94766
C  1.48010  0.97886  -1.45570
C  2.55415  1.44208  -0.71113
C  3.48929  0.54648  -0.21412
C  3.38640  -0.81895  -0.43870
C  4.35806  -1.83352  0.14382
C  3.58649  -2.75624  1.09933
C  5.49881  -1.17806  0.92700
C  4.97428  -2.66042  -0.99263
C  2.31971  -1.25914  -1.22175
C  1.38308  -0.38416  -1.72585
H  -6.97769  -2.45737  -0.33632
H  -6.86958  -0.73067  0.02864
H  -6.40099  -1.92090  1.24893
H  -4.95951  -1.41309  -1.40502
H  -4.71869  -3.78386  -0.77530
H  -4.33531  -3.33349  0.89516
H  -3.21474  -2.91773  -0.40633
H  -2.91182  0.81029  1.63117
H  -3.01348  2.14526  0.44928
H  -1.21135  1.01292  -0.89459
H  0.34393  -1.61913  1.70946
H  0.83054  0.06390  3.32592
H  1.69566  0.57004  1.85240
H  0.41542  2.50594  2.61948
H  -1.07051  1.53019  2.76171
H  0.95959  3.75824  -1.61169
H  -0.76289  3.32204  -1.67232
H  2.67513  2.49314  -0.50147
H  4.30455  0.94944  0.36471
H  3.17238  -2.17989  1.92526
H  2.77084  -3.25934  0.58701
H  4.25193  -3.51313  1.50910
H  6.16470  -1.94874  1.30998
H  5.12156  -0.61109  1.77518
H  6.08058  -0.51821  0.28798
H  5.48399  -2.00708  -1.69732
H  5.69756  -3.36756  -0.59190
H  4.21690  -3.22009  -1.53347
H  2.19888  -2.30971  -1.43549
H  0.55346  -0.73938  -2.31607



Record 2
Here is a cluster of 20 separate species, C40H80Cl40 in total at a distorted geometry from the Open Molecules 2025 dataset. Energies are from ωB97M-V/def2-TZVPD.

Values from the calculation:
- DFT total energy (eV) = -543678.8644
- Kohn-Sham gap (eV) = 10.362
- molecular weight (g mol⁻¹) = 1979.20

Atoms and positions in Å:
Cl  0.99722  -6.05598  0.63096
C  -0.65897  -5.88710  -0.12097
C  -1.18467  -4.51390  0.17351
Cl  -2.49457  -4.23486  -0.92442
H  -1.35572  -6.65909  0.20563
H  -0.55271  -5.98520  -1.20134
H  -0.43354  -3.73911  0.01985
H  -1.51163  -4.38673  1.20551
Cl  -6.85176  -5.79861  -2.79264
C  -5.76675  -4.43259  -2.51908
C  -6.22588  -3.63609  -1.34937
Cl  -5.39381  -2.05497  -1.14783
H  -5.85290  -3.74461  -3.36013
H  -4.72788  -4.76129  -2.49068
H  -6.14484  -4.20279  -0.42180
H  -7.28702  -3.44714  -1.51184
Cl  5.33157  -4.95900  0.76289
C  4.85454  -4.46750  2.45253
C  5.94300  -3.67961  3.24424
Cl  6.41664  -2.08833  2.41708
H  4.55903  -5.42388  2.88395
H  3.96395  -3.84471  2.36836
H  6.90240  -4.17962  3.37710
H  5.54889  -3.43156  4.22976
Cl  4.68197  -4.53522  -3.69057
C  3.10825  -5.37443  -3.83095
C  2.78365  -6.03965  -2.45811
Cl  3.89421  -7.34934  -2.12641
H  3.10832  -6.09786  -4.64627
H  2.36918  -4.60529  -4.05523
H  1.77397  -6.45029  -2.46235
H  2.94186  -5.34254  -1.63525
Cl  5.51612  -0.77480  5.72323
C  4.71447  0.68298  4.94702
C  3.34908  0.22676  4.26510
Cl  2.16153  -0.06537  5.56975
H  5.45599  1.01314  4.21953
H  4.44833  1.30485  5.80174
H  3.37129  -0.73272  3.74837
H  3.00067  0.96192  3.53968
Cl  4.09692  4.81508  2.52655
C  3.32106  3.73235  1.30382
C  3.08465  4.48700  -0.10858
Cl  4.57882  4.41665  -1.12506
H  2.38334  3.38968  1.74127
H  3.90482  2.81291  1.25962
H  2.81522  5.51203  0.14601
H  2.36582  4.12491  -0.84362
Cl  -3.41312  1.69576  -0.94395
C  -5.05008  2.34547  -1.39064
C  -5.90047  1.41796  -2.23021
Cl  -7.42488  2.23483  -2.73274
H  -4.91639  3.32236  -1.85531
H  -5.59504  2.51111  -0.46130
H  -6.12451  0.58349  -1.56570
H  -5.38521  1.08257  -3.13028
Cl  -4.03937  3.17910  2.52782
C  -2.87899  4.56231  2.57752
C  -2.59696  5.19027  1.15680
Cl  -4.06108  5.55834  0.22635
H  -1.98697  4.20953  3.09516
H  -3.26545  5.32328  3.25552
H  -1.99327  4.58774  0.47812
H  -1.98134  6.07840  1.29943
Cl  -2.22322  -0.44171  6.33094
C  -1.67576  -1.06521  4.76091
C  -0.75241  -2.29573  4.88362
Cl  0.04611  -2.83581  3.32736
H  -1.33334  -0.21298  4.17392
H  -2.59875  -1.31688  4.23857
H  -1.31579  -3.13114  5.29931
H  0.06850  -2.19964  5.59423
Cl  -4.44757  -3.12842  3.39077
C  -4.94797  -4.74483  3.89863
C  -3.92284  -5.82896  3.56684
Cl  -2.31766  -5.45168  4.12262
H  -5.89914  -4.90775  3.39183
H  -5.14325  -4.70094  4.97010
H  -3.83815  -6.04481  2.50179
H  -4.24103  -6.75099  4.05336
Cl  -1.10596  5.26211  -1.99067
C  0.16342  5.57356  -3.08291
C  0.97099  6.81353  -2.62593
Cl  2.32389  7.13978  -3.78659
H  -0.27638  5.87994  -4.03201
H  0.73468  4.64876  -3.16362
H  1.28700  6.63891  -1.59746
H  0.39058  7.73386  -2.56117
Cl  7.38135  3.37173  -3.20006
C  5.95571  3.47823  -4.24073
C  5.12888  2.28286  -3.86341
Cl  5.77591  0.66088  -4.42541
H  6.32742  3.43299  -5.26439
H  5.57346  4.47973  -4.04330
H  4.21345  2.54266  -4.39501
H  4.89106  2.11700  -2.81268
Cl  -7.25926  0.57246  1.24488
C  -6.59937  -0.62854  2.35453
C  -7.53720  -0.90708  3.49441
Cl  -8.03408  0.51097  4.49084
H  -5.62635  -0.22904  2.64042
H  -6.50391  -1.50213  1.70968
H  -7.15641  -1.65770  4.18699
H  -8.45850  -1.36617  3.13590
Cl  0.72659  3.94380  4.86919
C  -0.41978  3.69879  6.20118
C  0.07582  2.72196  7.25187
Cl  -1.08794  2.73616  8.63681
H  -1.32927  3.22730  5.82887
H  -0.62308  4.68816  6.61097
H  1.05580  2.99836  7.64091
H  0.15464  1.74693  6.77104
Cl  -0.23217  -1.42218  -1.36206
C  -0.51780  -0.69482  0.23643
C  0.13892  0.69847  0.23028
Cl  0.24494  1.47532  1.81862
H  -0.12852  -1.41096  0.96009
H  -1.59036  -0.55741  0.37369
H  -0.44949  1.37250  -0.39227
H  1.14043  0.60909  -0.19053
Cl  1.50538  2.95695  -5.94828
C  1.03696  1.43964  -5.21691
C  0.40882  1.65409  -3.92377
Cl  1.61465  2.21168  -2.74748
H  1.96692  0.88044  -5.11406
H  0.41640  0.91259  -5.94163
H  0.11247  0.75754  -3.37927
H  -0.37068  2.41591  -3.93398
Cl  -3.30152  -4.83652  -5.26760
C  -2.40548  -3.26542  -5.42637
C  -3.32551  -2.17909  -4.97701
Cl  -2.31316  -0.73802  -4.86424
H  -2.19827  -3.10103  -6.48379
H  -1.47236  -3.33661  -4.86750
H  -3.74539  -2.40101  -3.99592
H  -4.11868  -1.88554  -5.66462
Cl  0.53213  6.39417  1.36263
C  1.29452  7.63774  2.29294
C  1.16399  7.30631  3.73937
Cl  -0.61323  7.05783  4.11605
H  0.81729  8.58311  2.03480
H  2.33698  7.74509  1.99322
H  1.53622  8.06205  4.43104
H  1.64868  6.34095  3.88514
Cl  3.01950  -2.57865  -0.61729
C  4.55230  -1.82219  -1.00508
C  4.29597  -0.26243  -1.11280
Cl  3.98614  0.38825  0.59310
H  4.75880  -2.14551  -2.02534
H  5.33137  -2.05025  -0.27767
H  3.41481  -0.16311  -1.74668
H  5.15036  0.26176  -1.54098
Cl  1.41592  -1.84077  -5.32626
C  2.23987  -1.93523  -6.94177
C  3.42830  -2.79866  -7.00228
Cl  4.67788  -2.02811  -5.97084
H  2.55678  -0.91569  -7.16135
H  1.51093  -2.11076  -7.73294
H  3.95866  -2.77947  -7.95436
H  3.30795  -3.83609  -6.69027



Record 3
Here is a cluster of 2 separate species, C31H51BFN4O4S2 in total at a distorted geometry from the Open Molecules 2025 dataset. Energies are from ωB97M-V/def2-TZVPD.

Values from the calculation:
- DFT total energy (eV) = -72189.4444
- charge = -1
- Kohn-Sham gap (eV) = 6.812
- molecular weight (g mol⁻¹) = 637.72

Atoms and positions in Å:
C  -1.72637  2.02898  0.27811
C  -1.12584  0.86758  0.01218
C  -0.07543  0.65314  -1.04509
C  1.37537  0.45380  -0.49352
C  2.31972  1.49682  -1.09295
C  2.01133  2.89296  -0.67082
N  2.90850  3.78579  -0.76553
O  1.21579  0.81538  0.89043
B  2.19881  0.14321  1.76028
C  3.42518  1.04956  2.33246
C  3.13294  1.72915  3.67931
C  1.88993  2.60967  3.70485
C  1.66414  3.15905  5.13971
C  2.01843  3.79971  2.72402
C  1.52949  -0.80918  2.92344
C  2.30377  -1.72415  3.63546
C  1.66384  -2.54236  4.56064
C  0.29517  -2.42111  4.74374
N  -0.48488  -1.53975  4.11464
C  0.17035  -0.76523  3.23305
O  2.79628  -0.85647  0.78281
C  1.95903  -0.99755  -0.33583
C  0.86054  -2.02187  0.00228
C  0.07184  -2.67042  -1.16585
C  -1.45668  -2.60395  -0.95843
C  -2.29413  -2.37017  -2.23310
C  -3.13832  -1.08095  -2.23022
C  -4.62107  -1.30412  -1.90445
C  -5.22829  -0.01990  -1.32787
S  -5.51140  0.05835  0.48767
C  -4.49963  -1.15970  1.19142
N  -4.53965  -2.44722  1.13267
N  -3.49519  -2.92472  1.89955
C  -2.91145  -1.88299  2.38941
O  -3.46837  -0.74261  1.99128
C  2.88135  -1.55298  -1.43133
F  3.81949  -0.61618  -1.87006
C  3.65408  -2.80065  -0.95728
C  5.08072  -2.46807  -0.48450
H  -2.73906  1.99930  0.66756
H  -1.24676  2.99783  0.20716
H  -1.46878  0.01317  0.58635
H  -0.10052  1.56897  -1.63878
H  -0.38421  -0.14792  -1.71624
H  2.25657  1.43442  -2.18691
H  3.35576  1.28290  -0.85333
H  1.01317  3.14922  -0.31853
H  2.52083  4.67755  -0.45765
H  4.27904  0.38190  2.50352
H  3.77395  1.78287  1.59934
H  3.97505  2.37749  3.96648
H  3.07696  0.97123  4.46557
H  0.98699  2.05791  3.44376
H  2.10517  4.14694  5.25776
H  2.04646  2.46006  5.88285
H  0.58880  3.26084  5.30192
H  2.94843  3.75301  2.16238
H  1.93662  4.76555  3.22308
H  1.19611  3.75999  2.00740
H  3.36842  -1.80749  3.45671
H  2.21427  -3.27450  5.13829
H  -0.19615  -3.08621  5.44813
H  -0.43790  -0.03699  2.70168
H  1.29945  -2.82233  0.59317
H  0.14276  -1.52815  0.65317
H  0.26346  -2.15597  -2.10845
H  0.33405  -3.72080  -1.29177
H  -1.81270  -3.54043  -0.52694
H  -1.70830  -1.82708  -0.23959
H  -2.96916  -3.21235  -2.40488
H  -1.64903  -2.32870  -3.11555
H  -2.75250  -0.40353  -1.46744
H  -3.06615  -0.53458  -3.16928
H  -4.77226  -2.17275  -1.27225
H  -5.16160  -1.48081  -2.83891
H  -6.20422  0.15664  -1.77777
H  -4.61702  0.85030  -1.55741
H  -2.06064  -1.90027  3.05397
H  2.33096  -1.85548  -2.32438
H  3.75881  -3.48941  -1.79675
H  3.15623  -3.27461  -0.11936
H  5.79595  -2.45641  -1.30520
H  5.11048  -1.49394  -0.00397
H  5.40346  -3.18568  0.27066
C  -2.83862  3.13481  -6.04860
S  -3.92516  1.82304  -5.47730
O  -3.24372  1.16840  -4.33151
C  -3.69639  0.74988  -6.90076
H  -2.80287  3.89630  -5.27261
H  -1.83924  2.73348  -6.21614
H  -3.23972  3.56491  -6.96671
H  -2.63862  0.51079  -7.01070
H  -4.07303  1.24750  -7.79467
H  -4.26319  -0.16169  -6.72325



- Kohn-Sham gap of number 2 (C40H80Cl40)?
  10.362 eV



- Number 3 is which compound?
  C31H51BFN4O4S2